2 unconnected molecules or ions with the total composition C6H8N2O2. Source: the OMol25 dataset; level of theory: ωB97M-V/def2-TZVPD.

Last column: Löwdin charge in e.
CARTESIAN COORDINATES (ANGSTROEM)
N1 0.6524 1.4969 1.3910  0.12
C1 0.5561 0.2071 0.8568  -0.34
C2 1.7866 -0.5977 0.4882  0.03
C3 0.8198 -0.2443 -0.5995  -0.38
N2 -0.3648 -1.1053 -0.5620  0.14
C4 -0.6337 -0.7323 0.8332  -0.36
O1 -1.3700 -1.2121 1.6529  0.11
C5 1.1016 0.6116 -1.7136  -0.05
C6 1.3593 1.3494 -2.6385  0.13
H1 -0.2299 1.9960 1.4048  0.10
H2 1.0783 1.5194 2.3111  0.09
H3 2.7061 -0.0116 0.5184  0.13
H4 1.8795 -1.6430 0.7887  0.12
H5 -0.3193 -2.0687 -0.8860  0.13
H6 1.7035 1.9663 -3.4500  0.03
H7 -2.9961 -0.5888 -0.7161  0.07
O2 -3.5510 -0.1380 0.0135  -0.10
H8 -4.1785 -0.8048 0.3070  0.03

Cartesian forces (eV/Å) of the 6 atoms listed first:
0.1 0.2 0.3
-0.3 0.2 -0.4
0.1 -0.1 0.1
-0.2 0.4 -0.1
-0.4 0.6 1.1
0.4 -2.0 -0.2

Relative energy (zero: lowest compared OMol25 entry of this formula, charge and spin)   3.945 eV
Strongest force on any atom   2.50 eV/Å
SMILES   C#C[C@@]12C[C@]1(N)C(=O)N2.O
HOMO energy   -8.91 eV

=====

A molecular structure, C13H13BrLaN4O5S. Source: the OMol25 dataset; level of theory: ωB97M-V/def2-TZVPD.

Last column: Löwdin charge in e.
CARTESIAN COORDINATES (ANGSTROEM)
La1 -0.5794 0.1156 0.1684  1.93
O1 1.9338 0.5883 4.0574  0.21
C1 1.2141 0.6460 2.9507  -0.37
O2 0.8322 -0.2345 2.1712  -0.09
C2 0.8760 2.1157 2.6122  -0.16
C3 1.2207 3.1825 3.4568  0.09
C4 0.7985 4.4070 3.0333  0.03
C5 0.1455 4.5964 1.8448  0.06
C6 -0.1717 3.4756 1.1176  -0.11
N1 0.2477 2.2301 1.4813  0.03
C7 -0.8902 3.4054 -0.2370  -0.43
O3 -1.0502 4.4692 -0.9389  0.28
O4 -1.3590 2.3634 -0.6394  -0.08
H1 2.1311 -0.3522 4.3231  0.20
H2 1.7641 3.0790 4.3797  0.15
H3 1.0524 5.3059 3.5994  0.16
H4 -0.1282 5.5834 1.5612  0.14
H5 -0.7724 5.2626 -0.5402  0.12
O5 3.0256 -3.3646 -4.3379  0.16
C8 2.4350 -2.7225 -3.3462  -0.23
C9 2.8403 -2.7916 -2.0017  0.05
C10 2.1393 -2.0667 -1.0861  -0.15
N2 1.1523 -1.2571 -1.3795  -0.15
C11 0.7247 -1.2831 -2.6381  -0.68
Br1 -0.8619 -0.1831 -2.9103  0.80
C12 1.3052 -1.8963 -3.6801  0.02
H6 3.7767 -3.9389 -4.1491  0.16
H7 3.7223 -3.2237 -1.5029  0.15
H8 2.5030 -2.0747 -0.0576  0.13
H9 1.1306 -1.5856 -4.7069  0.15
N3 -4.3832 -2.2667 -1.1200  0.15
C13 -3.6211 -2.7273 -0.1578  -0.84
N4 -3.5091 -4.0381 0.0135  0.15
S1 -2.8993 -1.6102 1.0230  0.46
H10 -4.8818 -2.9034 -1.7434  0.15
H11 -4.6561 -1.3172 -1.1241  0.10
H12 -4.1693 -4.6950 -0.3724  0.14
H13 -3.0383 -4.2936 0.8760  0.12

Cartesian forces (eV/Å) of the 6 atoms listed first:
-0.5 -0.8 -0.5
-0.9 -1.9 -1.2
0.5 1.9 0.2
0.6 -0.1 1.1
1.3 -1.3 1.9
-0.4 -0.8 -0.5

Relative energy (zero: lowest compared OMol25 entry of this formula, charge and spin)   0.000 eV
Strongest force on any atom   2.70 eV/Å
HOMO energy   -17.93 eV
Total charge   +3

=====

3 unconnected molecules or ions with the total composition C4H16NO2. Source: the OMol25 dataset; level of theory: ωB97M-V/def2-TZVPD.

Last column: Löwdin charge in e.
CARTESIAN COORDINATES (ANGSTROEM)
C1 -0.1875 -1.6096 -1.2173  -0.02
C2 0.6493 -0.5375 -0.4932  -0.34
C3 1.2861 0.5646 -1.3463  -0.20
C4 1.4550 1.9288 -0.6689  -0.10
N1 -0.0161 0.0412 0.7266  0.15
H1 -1.1001 -1.7375 -0.6528  0.07
H2 0.4126 -2.5202 -1.2567  0.09
H3 -0.6255 -1.4565 -2.2245  0.10
H4 1.5438 -1.0187 -0.0528  0.15
H5 2.3025 0.1822 -1.5780  0.13
H6 0.8484 0.7021 -2.3337  0.11
H7 1.9353 2.6633 -1.3318  0.09
H8 0.5040 2.4352 -0.4532  0.08
H9 2.1625 1.8573 0.1648  0.09
H10 0.5936 0.6859 1.2178  0.14
H11 -0.8570 0.6596 0.4679  0.11
H12 -0.5806 -0.6533 1.2817  0.11
H13 -2.6931 1.7455 -0.3125  0.08
H14 -3.0737 0.7445 0.7799  0.08
O1 -2.3877 1.3717 0.5202  -0.02
H15 -0.2907 -2.6620 2.7606  0.07
H16 -1.1864 -1.5804 3.4055  0.08
O2 -0.6946 -1.8061 2.5967  -0.04

Cartesian forces (eV/Å) of the 6 atoms listed first:
-0.4 0.2 0.0
1.4 -0.1 0.1
1.0 0.4 -0.6
0.3 0.4 -0.6
-3.1 0.7 -1.4
-0.2 -0.7 0.5

Relative energy (zero: lowest compared OMol25 entry of this formula, charge and spin)   0.901 eV
Strongest force on any atom   3.43 eV/Å
HOMO energy   -15.20 eV
Total charge   +1

=====

A molecular structure, C27H38BN6PtS5. Source: the OMol25 dataset; level of theory: ωB97M-V/def2-TZVPD.

Last column: Mulliken spin population.
CARTESIAN COORDINATES (ANGSTROEM)
Pt1 0.9808 0.2890 1.5471  1.05
C1 2.8203 5.1400 -2.6894  0.00
C2 2.4023 4.4177 -1.4074  0.01
C3 1.7470 5.4534 -0.4872  0.00
C4 3.6465 3.8047 -0.7641  0.01
N1 1.4386 3.3340 -1.7550  0.00
C5 1.1412 2.9515 -3.0564  0.00
C6 0.3810 1.8507 -2.9806  0.00
N2 0.1949 1.5159 -1.6497  0.01
B1 -0.7568 0.2730 -1.3922  0.03
N3 -2.1596 0.6855 -0.9049  0.00
C7 -3.2103 0.6752 -1.8042  0.00
C8 -4.3443 0.9314 -1.1405  0.00
N4 -4.0176 1.0516 0.2079  0.00
C9 -2.6558 0.9081 0.3470  0.01
S1 -1.7906 0.9224 1.7929  0.09
C10 -4.9756 1.5015 1.2493  0.01
C11 -6.3834 1.5347 0.6537  0.00
C12 -5.0009 0.5293 2.4327  0.00
C13 -4.5888 2.9150 1.6937  0.00
N5 -0.0914 -0.8694 -0.5613  0.02
C14 1.2167 -1.2111 -0.9396  0.00
C15 1.4168 -2.5050 -0.7069  0.01
N6 0.2236 -3.0438 -0.2297  0.00
C16 -0.7299 -2.0529 -0.1723  0.02
S2 -2.3386 -2.2758 0.2459  0.01
C17 0.0746 -4.4756 0.1571  -0.01
C18 1.3988 -5.2002 -0.0896  0.00
C19 -0.9882 -5.1702 -0.6996  0.00
C20 -0.2712 -4.5761 1.6435  0.01
C21 0.8504 2.4367 -0.8967  0.01
S3 0.8822 2.5853 0.7955  0.06
H1 3.4992 5.9477 -2.4179  0.00
H2 1.9612 5.5793 -3.2020  0.00
H3 3.3505 4.4792 -3.3769  0.00
H4 2.3915 6.3327 -0.4271  0.00
H5 1.5970 5.0564 0.5125  0.00
H6 0.7770 5.7569 -0.8874  0.00
H7 4.3650 4.5945 -0.5319  0.00
H8 4.1145 3.0890 -1.4432  0.00
H9 3.3939 3.2811 0.1560  0.00
H10 1.4592 3.4954 -3.9234  0.00
H11 -0.0407 1.2590 -3.7722  0.00
H12 -0.8917 -0.1692 -2.5101  0.00
H13 -3.0566 0.4740 -2.8487  0.00
H14 -5.3513 0.9575 -1.5091  0.00
H15 -6.6778 0.5490 0.2873  0.00
H16 -6.4698 2.2638 -0.1533  0.00
H17 -7.0783 1.8253 1.4412  0.00
H18 -5.1640 -0.4892 2.0741  0.00
H19 -5.8195 0.8071 3.1013  0.00
H20 -4.0632 0.5503 2.9777  0.00
H21 -4.6276 3.5959 0.8400  0.00
H22 -3.5776 2.9124 2.0991  0.00
H23 -5.2817 3.2703 2.4603  0.00
H24 1.8882 -0.4821 -1.3544  -0.01
H25 2.3261 -3.0649 -0.8000  0.00
H26 1.6913 -5.1479 -1.1400  0.00
H27 1.2619 -6.2505 0.1698  0.00
H28 2.2045 -4.8046 0.5327  0.00
H29 -0.7251 -5.1150 -1.7592  0.00
H30 -1.9646 -4.7173 -0.5579  0.00
H31 -1.0378 -6.2207 -0.4032  0.00
H32 0.4823 -4.0614 2.2407  0.00
H33 -0.3142 -5.6277 1.9397  0.00
H34 -1.2373 -4.1113 1.8347  0.00
S4 3.3827 0.3404 0.9921  0.37
C22 3.8201 -1.2805 1.4525  0.02
C23 5.0397 -1.8127 0.9989  -0.04
C24 5.4570 -3.0797 1.3566  0.02
C25 4.6507 -3.8631 2.1830  0.00
C26 3.4455 -3.3603 2.6322  0.01
C27 3.0030 -2.0751 2.2807  0.01
S5 1.4693 -1.5326 2.9177  0.27
H35 5.6540 -1.1946 0.3550  0.00
H36 6.4079 -3.4580 1.0001  0.00
H37 4.9633 -4.8591 2.4737  0.00
H38 2.8096 -3.9664 3.2691  0.00

Cartesian forces (eV/Å) of the 6 atoms listed first:
0.3 -0.1 0.3
-0.1 -0.1 -0.1
0.0 0.1 0.1
0.0 -0.1 0.0
0.0 -0.1 0.1
0.1 -0.2 -0.1

Relative energy (zero: lowest compared OMol25 entry of this formula, charge and spin)   0.000 eV
Multiplicity   3
Strongest force on any atom   0.54 eV/Å
HOMO energy (spin up / spin down)   -2.81 / -4.11 eV
Total charge   -1
⟨S²⟩   2.013

=====

C13H11F3N2O4S2 in the gas phase. Source: the OMol25 dataset; level of theory: ωB97M-V/def2-TZVPD.

Last column: Löwdin charge in e.
CARTESIAN COORDINATES (ANGSTROEM)
N1 0.2362 -2.8264 -1.7379  -0.04
S1 -0.0390 -2.7185 -0.0899  0.64
O1 1.0284 -1.9520 0.4965  -0.29
O2 -0.3164 -4.0328 0.4088  -0.29
C1 -1.5130 -1.7148 -0.0412  -0.27
C2 -1.2704 -0.3623 -0.0560  -0.01
C3 -2.3198 0.5453 0.0232  -0.27
C4 -3.6197 0.0425 0.0999  -0.01
C5 -3.8464 -1.3240 0.1044  -0.06
C6 -2.7917 -2.2244 0.0368  -0.05
H1 -2.9455 -3.2903 0.0596  0.11
H2 -4.8601 -1.6898 0.1659  0.11
H3 -4.4524 0.7273 0.1656  0.11
N2 -2.0390 1.9024 0.0821  -0.05
S2 -0.7601 2.5980 -0.7832  0.68
O3 -0.7026 2.0477 -2.1017  -0.26
O4 -0.9570 4.0047 -0.6206  -0.28
C7 0.6843 2.0541 0.1286  -0.28
C8 1.5972 1.2542 -0.5325  -0.01
C9 2.6355 0.6858 0.1907  -0.11
C10 2.7742 0.9520 1.5472  0.02
C11 1.8719 1.7920 2.1795  -0.03
C12 0.8126 2.3411 1.4719  -0.03
H4 0.0832 2.9772 1.9471  0.12
H5 1.9845 2.0019 3.2315  0.11
H6 3.5768 0.4926 2.1028  0.13
C13 3.6111 -0.2111 -0.5201  -0.59
F1 4.2563 -1.0465 0.2935  0.16
F2 3.0296 -0.9545 -1.4742  0.13
F3 4.5666 0.5057 -1.1522  0.14
H7 1.4579 1.0584 -1.5850  0.13
H8 -2.8338 2.5214 0.1377  0.12
H9 -0.2491 -0.0429 -0.0987  0.08
H10 1.0688 -2.3345 -2.0194  0.05
H11 0.2408 -3.7798 -2.0608  0.07

Cartesian forces (eV/Å) of the 6 atoms listed first:
-0.2 0.1 0.7
0.2 -0.2 -0.4
-0.3 0.0 -0.3
-0.3 0.1 -0.2
0.4 -0.1 0.1
-0.2 0.1 0.0

Strongest force on any atom   1.09 eV/Å
SMILES   NS(=O)(=O)c1cccc(NS(=O)(=O)c2cccc(C(F)(F)F)c2)c1
HOMO energy   -9.24 eV

=====

C24H30N4O5 in the gas phase. Source: the OMol25 dataset; level of theory: ωB97M-V/def2-TZVPD.

Last column: Löwdin charge in e.
CARTESIAN COORDINATES (ANGSTROEM)
C1 -6.5072 -3.1807 0.2946  -0.06
H1 -7.3362 -2.6799 -0.2072  0.10
O1 -5.2573 -2.7035 -0.1562  -0.05
C2 -4.9198 -1.3937 -0.0810  -0.18
C3 -3.6365 -1.1259 -0.5663  0.07
C4 -3.1325 0.1583 -0.5663  -0.19
C5 -3.9059 1.2150 -0.0968  0.04
C6 -5.1886 0.9721 0.3666  -0.18
C7 -5.7076 -0.3398 0.3971  -0.13
O2 -6.9974 -0.5678 0.8368  -0.11
C8 -7.2626 -0.2505 2.1902  -0.06
H2 -8.2796 -0.5921 2.3754  0.10
H3 -6.5723 -0.7759 2.8600  0.10
H4 -7.1976 0.8228 2.3758  0.08
O3 -6.0251 1.9504 0.8126  -0.09
C9 -5.5967 3.2890 0.7488  -0.07
H5 -6.4362 3.8809 1.1102  0.10
H6 -5.3615 3.5863 -0.2777  0.10
H7 -4.7278 3.4659 1.3907  0.10
H8 -3.4910 2.2082 -0.0916  0.11
N1 -1.8307 0.3958 -1.0371  0.07
C10 -0.6975 -0.2818 -0.6466  -0.14
C11 -0.4679 -1.2679 0.2997  0.01
C12 0.8330 -1.6943 0.4535  -0.01
C13 1.8865 -1.1689 -0.3104  -0.14
C14 1.6601 -0.1633 -1.2389  0.04
C15 0.3565 0.2820 -1.4029  -0.21
N2 -0.1482 1.2521 -2.2309  0.16
C16 -1.4246 1.3001 -1.9955  -0.32
C17 -2.3669 2.1989 -2.7056  0.00
H9 -1.9622 2.4203 -3.6892  0.08
H10 -3.3445 1.7312 -2.8017  0.08
H11 -2.4777 3.1410 -2.1690  0.08
H12 2.4537 0.3048 -1.8005  0.11
C18 3.2494 -1.7022 -0.0302  -0.47
O4 3.5724 -2.1374 1.0609  0.06
N3 4.1045 -1.6800 -1.0818  0.07
H13 3.7946 -1.3143 -1.9670  0.13
C19 5.4843 -2.0769 -0.9613  -0.16
H14 5.7205 -2.8175 -1.7333  0.12
H15 5.5880 -2.5440 0.0201  0.11
C20 6.4747 -0.9002 -1.0983  -0.18
N4 6.4346 0.1357 -0.0942  -0.17
C21 6.5613 -0.3211 1.2793  -0.16
C22 6.8636 0.8968 2.1551  -0.20
H16 6.9050 0.6156 3.2086  0.12
O5 5.8563 1.8764 2.0494  -0.13
C23 5.6905 2.2788 0.7111  -0.20
C24 5.3436 1.0881 -0.1861  -0.17
H17 5.2435 1.4260 -1.2201  0.12
H18 4.3847 0.6687 0.1556  0.11
H19 4.8834 3.0137 0.7096  0.12
H20 6.6173 2.7470 0.3445  0.13
H21 7.8303 1.3275 1.8501  0.12
H22 7.3889 -1.0306 1.3438  0.13
H23 5.6399 -0.8033 1.6427  0.12
H24 6.3278 -0.4185 -2.0700  0.12
H25 7.4840 -1.3261 -1.0819  0.12
H26 1.0765 -2.4532 1.1811  0.12
H27 -1.2702 -1.6764 0.8945  0.11
H28 -3.0552 -1.9522 -0.9416  0.14
H29 -6.6157 -3.0682 1.3761  0.09
H30 -6.5086 -4.2412 0.0427  0.10

Cartesian forces (eV/Å) of the 6 atoms listed first:
-0.4 -0.2 0.0
0.1 -0.1 0.1
0.3 0.3 -0.1
0.0 0.2 0.0
0.0 0.2 0.0
-0.8 -0.3 0.2

Relative energy (zero: lowest compared OMol25 entry of this formula, charge and spin)   3.788 eV
Strongest force on any atom   0.83 eV/Å
SMILES   COc1cc(-n2c(C)nc3cc(C(=O)NCCN4CCOCC4)ccc32)cc(OC)c1OC
HOMO energy   -8.14 eV